(1)
The following is a quantum chemistry calculation of 11 unconnected molecules or ions with the total composition BF4H20O10 in a non-equilibrium geometry, from OMol25.

Calculated values
**Gap between HOMO and LUMO**: 8.9 eV
**LUMO level**: 2.77 eV
**Calculated total energy**: -1189.04600 a.u.
**Energy above the lowest of the compared OMol25 structures with the same formula, charge and spin**: 1.214 eV

Structure (ORCA input):
```
! wB97M-V def2-TZVPD RIJCOSX def2/J DEFGRID3
* xyz -1 1
B -1.205 -0.398 0.426
F -2.002 0.753 0.356
F -2.018 -1.479 0.277
F -0.234 -0.436 -0.539
F -0.613 -0.327 1.667
O 1.280 1.765 2.204
H 1.915 2.212 2.776
H 0.502 1.946 2.704
O -0.974 -1.478 -3.034
H -0.284 -2.105 -3.174
H -1.106 -1.441 -2.112
O 1.586 0.944 -2.366
H 0.988 1.372 -1.713
H 1.423 -0.001 -2.238
O 1.886 -1.875 -1.972
H 1.381 -2.382 -1.394
H 2.756 -2.095 -1.725
O -0.092 2.379 -0.933
H -0.664 2.832 -1.548
H -0.681 1.855 -0.383
O -2.390 1.269 -3.109
H -2.033 0.941 -2.331
H -2.212 2.204 -3.153
O -1.419 2.275 2.653
H -1.783 1.903 3.431
H -1.389 1.471 2.048
O 2.212 -0.286 0.646
H 2.001 0.340 1.361
H 1.373 -0.458 0.214
O 0.793 -0.626 3.864
H 0.288 -0.612 3.042
H 0.835 -1.565 4.151
O 0.118 -3.144 -0.359
H 0.504 -3.016 0.525
H -0.743 -2.734 -0.262
*
```

(2)
The following is a quantum chemistry calculation of 13 unconnected molecules or ions with the total composition BF4H24O12 in a non-equilibrium geometry, from OMol25.

Calculated values
**Gap between HOMO and LUMO**: 10.7 eV
**LUMO level**: 2.22 eV
**Calculated total energy**: -1341.90543 a.u.
**Energy above the lowest of the compared OMol25 structures with the same formula, charge and spin**: 2.184 eV

Structure (ORCA input):
```
! wB97M-V def2-TZVPD RIJCOSX def2/J DEFGRID3
* xyz -1 1
B -20.535 18.979 -1.580
F -21.764 18.544 -1.141
F -20.294 20.145 -0.884
F -19.393 18.278 -1.349
F -20.655 19.383 -2.909
O -17.432 21.811 1.836
H -17.079 21.800 0.946
H -18.375 21.929 1.719
O -23.904 22.233 -0.374
H -23.218 22.385 0.277
H -23.439 22.206 -1.210
O -24.722 17.554 -3.543
H -24.632 17.354 -4.475
H -23.841 17.807 -3.265
O -20.868 23.000 1.570
H -20.598 23.919 1.571
H -20.693 22.700 0.678
O -19.900 16.992 2.501
H -19.249 16.900 1.804
H -20.733 16.776 2.081
O -18.910 23.881 -1.780
H -19.692 23.944 -2.329
H -18.294 23.364 -2.299
O -22.207 20.275 3.757
H -22.026 19.372 3.498
H -22.047 20.789 2.966
O -15.600 18.849 -1.302
H -15.494 18.319 -2.092
H -16.527 18.765 -1.080
O -21.966 22.546 -3.539
H -22.146 22.610 -4.477
H -21.584 21.676 -3.427
O -18.581 16.340 -4.733
H -17.672 16.039 -4.725
H -18.623 16.995 -4.037
O -24.008 17.176 1.620
H -23.561 17.668 0.932
H -24.867 16.971 1.249
O -20.942 14.894 -1.849
H -20.561 15.708 -2.179
H -20.187 14.357 -1.607
*
```

(3)
The following is a quantum chemistry calculation of 14 unconnected molecules or ions with the total composition BF4H26O13 in a non-equilibrium geometry, from OMol25.

Calculated values
**Gap between HOMO and LUMO**: 9.3 eV
**LUMO level**: 1.93 eV
**Calculated total energy**: -1418.37798 a.u.
**Energy above the lowest of the compared OMol25 structures with the same formula, charge and spin**: 0.994 eV

Structure (ORCA input):
```
! wB97M-V def2-TZVPD RIJCOSX def2/J DEFGRID3
* xyz -1 1
B 0.087 -0.101 1.085
F -0.516 -0.932 0.088
F 0.500 1.052 0.524
F -0.756 0.163 2.072
F 1.236 -0.713 1.640
O 0.253 -3.329 1.079
H -0.254 -2.563 1.409
H 0.713 -2.960 0.363
O 3.567 -1.783 0.438
H 2.907 -1.292 0.934
H 3.518 -2.753 0.632
O -0.275 1.274 -2.298
H -0.166 0.733 -3.080
H -0.159 0.590 -1.642
O -2.452 2.122 1.895
H -1.927 1.308 2.037
H -2.404 2.386 0.994
O 3.243 1.675 1.154
H 2.319 1.486 0.914
H 3.641 1.711 0.241
O -2.971 0.435 -1.129
H -2.393 -0.047 -1.738
H -2.816 0.294 -0.223
O 2.186 -0.590 -1.555
H 2.704 -0.897 -0.812
H 2.793 -0.699 -2.296
O -1.887 2.854 -0.708
H -2.064 2.123 -1.285
H -0.980 3.022 -0.737
O 0.882 3.394 -1.132
H 1.832 3.498 -1.046
H 0.672 2.607 -1.655
O -0.184 3.762 1.716
H -0.801 3.085 1.849
H 0.114 3.651 0.867
O -2.623 -2.711 2.280
H -2.350 -2.760 1.355
H -2.905 -1.780 2.265
O -2.208 -2.948 -0.443
H -1.697 -2.259 -0.869
H -1.546 -3.571 -0.126
O 1.209 -3.049 -1.446
H 1.367 -2.141 -1.519
H 0.591 -3.346 -2.090
*
```

(4)
The following is a quantum chemistry calculation of a molecular structure, BF4H6KO3, from OMol25.

Calculated values
**Gap between HOMO and LUMO**: 10.0 eV
**LUMO level**: -0.84 eV
**Calculated total energy**: -1253.86302 a.u.
**Energy above the lowest of the compared OMol25 structures with the same formula, charge and spin**: 0.000 eV

Structure (ORCA input):
```
! wB97M-V def2-TZVPD RIJCOSX def2/J DEFGRID3
* xyz 0 1
K -0.135 -0.263 0.033
B 1.950 2.484 -0.707
F 1.476 3.750 -1.060
F 1.576 1.566 -1.733
F 3.329 2.471 -0.501
F 1.318 2.019 0.490
O -1.134 -2.392 1.564
H -1.113 -3.310 1.859
H -1.194 -1.874 2.379
O 0.398 -2.312 -1.771
H 0.261 -3.110 -1.245
H 1.289 -2.399 -2.134
O -2.363 0.934 1.089
H -2.598 1.863 1.210
H -3.062 0.573 0.527
*
```

(5)
The following is a quantum chemistry calculation of a molecular structure, BH20NiO8 in a non-equilibrium geometry, from OMol25.

Calculated values
**Gap between HOMO and LUMO (alpha / beta)**: 4.0 / 9.8 eV
**LUMO level (alpha / beta)**: 0.20 / -0.87 eV
**Calculated total energy**: -2146.85938 a.u.
**Expectation value of S²**: 3.75

Structure (ORCA input):
```
! wB97M-V def2-TZVPD RIJCOSX def2/J DEFGRID3
* xyz 0 4
Ni 1.576 0.824 0.740
B -0.194 -0.048 -0.096
H 0.277 0.683 -0.734
H -0.364 0.422 0.860
H -1.138 -0.352 -0.520
H 0.423 -0.931 -0.021
O 0.747 2.292 1.994
H 0.103 2.192 2.695
H 0.901 3.235 1.943
O 0.343 -1.240 -2.848
H 0.036 -0.513 -3.390
H -0.086 -1.105 -2.002
O 2.116 2.107 -0.811
H 3.029 2.253 -1.059
H 1.609 2.539 -1.498
O -2.730 1.624 -0.006
H -2.129 0.879 0.008
H -3.578 1.253 0.237
O -3.990 -1.100 -1.621
H -4.074 -1.961 -2.031
H -3.646 -1.283 -0.747
O 2.981 -0.584 -0.091
H 2.885 -1.014 -0.941
H 3.862 -0.820 0.198
O -1.459 -2.946 0.253
H -1.028 -2.111 0.067
H -2.059 -2.751 0.973
O 1.796 -0.333 2.477
H 1.590 -1.239 2.704
H 2.200 0.026 3.268
*
```

(6)
The following is a quantum chemistry calculation of a molecular structure, BH22NiO9 in a non-equilibrium geometry, from OMol25.

Calculated values
**Gap between HOMO and LUMO (alpha / beta)**: 7.5 / 4.4 eV
**LUMO level (alpha / beta)**: -5.60 / -8.66 eV
**Calculated total energy**: -2222.91413 a.u.
**Energy above the lowest of the compared OMol25 structures with the same formula, charge and spin**: 7.772 eV
**Expectation value of S²**: 2.01

Structure (ORCA input):
```
! wB97M-V def2-TZVPD RIJCOSX def2/J DEFGRID3
* xyz 1 3
Ni 2.007 1.964 -0.864
B -0.191 -0.319 0.281
H -0.644 -1.258 0.558
H 0.681 -0.126 0.888
H 0.129 -0.372 -0.748
H -0.942 0.451 0.370
O 3.721 -4.048 0.514
H 3.026 -3.978 -0.141
H 4.328 -4.693 0.151
O -0.288 4.940 -1.105
H 0.000 5.809 -1.385
H -1.152 5.087 -0.720
O -4.539 -1.432 -0.815
H -5.177 -1.120 -0.173
H -3.692 -1.330 -0.380
O -0.411 -3.619 4.266
H -0.369 -3.199 3.407
H -1.320 -3.908 4.348
O 1.339 1.849 -4.141
H 1.731 1.302 -4.822
H 0.795 2.475 -4.619
O 4.814 -0.169 -1.092
H 4.951 -0.542 -1.963
H 5.567 -0.467 -0.582
O -3.184 -5.339 -2.237
H -2.301 -5.194 -1.895
H -3.695 -4.604 -1.899
O -4.474 3.365 2.806
H -4.783 3.463 1.905
H -3.637 3.829 2.824
O 2.658 3.507 2.110
H 2.632 3.242 3.029
H 2.423 4.435 2.120
*
```